Molecular formula: C24H19AgN4O2S
Method: DFT, wB97M-V/def2-TZVPD

Calculated values
DFT total energy: -50083.178 eV
E_LUMO: 0.1515 Ha
ΔE to the lowest compared entry with this formula, charge and spin: 70.5 kcal/mol
charge: -2
HOMO-LUMO gap: 2.78 eV

Last column: natural (NBO) charge in e.
Element x y z (Å)
Ag 0.19 -0.30 -0.15  0.867
N 4.03 0.51 1.62  -0.550
C 4.55 0.41 0.35  0.112
C 5.84 0.23 -0.12  -0.265
C 6.02 0.21 -1.50  -0.230
C 4.94 0.34 -2.36  -0.251
C 3.64 0.48 -1.90  -0.199
C 3.44 0.52 -0.52  0.177
N 2.29 0.65 0.19  -0.473
C 2.64 0.59 1.49  0.305
C 1.74 0.50 2.56  0.066
C 2.04 0.57 3.93  -0.485
S 0.60 0.24 4.86  0.304
C -0.28 0.13 3.35  -0.076
N 0.42 0.30 2.30  -0.395
H 4.48 0.19 2.46  0.400
H 6.67 0.07 0.56  0.196
H 7.02 0.08 -1.90  0.191
H 5.12 0.32 -3.43  0.195
H 2.79 0.50 -2.56  0.229
H 2.99 0.56 4.41  0.214
H -1.33 -0.09 3.36  0.216
C -4.76 0.78 -0.06  -0.710
C -3.24 1.01 -0.12  0.533
O -2.52 0.01 -0.11  -0.564
C -2.78 2.37 -0.20  -0.287
C -3.64 3.45 0.04  -0.163
C -3.20 4.75 0.11  -0.360
C -1.84 5.01 -0.09  -0.198
C -0.98 4.00 -0.39  -0.315
C -1.38 2.63 -0.48  0.443
O -0.56 1.75 -0.83  -0.719
H -4.94 -0.30 -0.09  0.224
H -5.24 1.25 -0.92  0.205
H -5.19 1.17 0.86  0.203
H -4.70 3.27 0.19  0.185
H -3.89 5.56 0.33  0.181
H -1.48 6.03 0.00  0.182
H 0.07 4.20 -0.56  0.203
N 0.59 -2.27 -0.27  -0.997
C 1.50 -3.13 0.05  0.134
C 2.84 -2.81 0.46  -0.309
C 3.74 -3.77 0.84  -0.216
C 3.42 -5.12 0.82  -0.454
C 2.14 -5.48 0.41  -0.222
C 1.22 -4.54 0.04  -0.339
H 3.12 -1.78 0.46  0.149
H 4.73 -3.46 1.16  0.160
H 4.15 -5.87 1.13  0.162
H 1.87 -6.53 0.40  0.162
H 0.22 -4.84 -0.27  0.180



Molecular formula: C25H24Cl4F3N2O2Ru
Method: DFT, wB97M-V/def2-TZVPD

Calculated values
DFT total energy: -94214.714 eV
E_LUMO (spin up / spin down): -0.0315 / -0.0542 Ha
ΔE to the lowest compared entry with this formula, charge and spin: 28.8 kcal/mol
charge: 0
spin multiplicity: 2
HOMO-LUMO gap (spin up / spin down): 6.57 / 6.46 eV

Last column: natural (NBO) charge in e.
Element x y z (Å)
Ru 1.62 -2.15 -0.47  0.800
Cl 5.43 -2.09 5.30  0.060
C 4.89 -2.08 3.66  -0.071
C 5.86 -2.09 2.60  -0.077
Cl 7.54 -2.11 2.99  0.062
C 5.47 -2.09 1.30  -0.122
Cl 6.59 -2.11 0.00  0.053
C 4.08 -2.08 0.97  0.297
O 3.66 -2.09 -0.23  -0.572
C 3.09 -2.04 2.03  0.386
O 1.87 -1.99 1.72  -0.573
C 3.56 -2.05 3.38  -0.153
Cl 2.36 -2.02 4.62  0.050
C -5.28 -1.71 -1.80  -0.596
C -4.65 -1.08 -0.55  -0.116
C -4.95 0.42 -0.54  -0.609
C -5.27 -1.71 0.71  -0.598
C -3.15 -1.37 -0.55  0.161
C -2.68 -2.66 -0.51  -0.263
C -1.32 -2.91 -0.52  0.071
N -0.40 -1.94 -0.58  -0.429
C -0.84 -0.67 -0.61  0.254
C -2.18 -0.37 -0.61  -0.288
C 0.23 0.39 -0.62  0.182
C -0.04 1.74 -0.57  -0.245
C 0.99 2.68 -0.58  0.064
C 2.28 2.19 -0.65  -0.199
C 2.48 0.82 -0.69  0.054
N 1.48 -0.06 -0.68  -0.461
C 0.74 4.19 -0.54  -0.092
C 1.42 4.76 0.72  -0.596
C -0.75 4.53 -0.49  -0.609
C 1.35 4.83 -1.80  -0.596
H -6.35 -1.50 -1.82  0.215
H -5.15 -2.79 -1.82  0.212
H -4.83 -1.29 -2.71  0.214
H -6.03 0.57 -0.53  0.221
H -4.56 0.91 -1.44  0.209
H -4.53 0.91 0.34  0.211
H -6.34 -1.49 0.74  0.215
H -4.81 -1.30 1.61  0.216
H -5.16 -2.80 0.73  0.211
H -3.36 -3.50 -0.46  0.227
H -0.93 -3.91 -0.50  0.245
H -2.47 0.67 -0.66  0.219
H -1.07 2.07 -0.51  0.226
H 3.13 2.85 -0.65  0.220
H 3.48 0.40 -0.75  0.228
H 1.03 4.29 1.62  0.217
H 1.24 5.84 0.78  0.216
H 2.51 4.61 0.70  0.211
H -1.23 4.12 0.41  0.212
H -1.28 4.15 -1.37  0.210
H -0.87 5.61 -0.47  0.221
H 2.43 4.68 -1.84  0.211
H 1.15 5.90 -1.80  0.216
H 0.91 4.40 -2.70  0.215
F 2.99 -4.55 -1.42  -0.360
C 1.85 -4.17 -0.80  0.699
F 0.86 -4.85 -1.51  -0.394
F 1.89 -4.87 0.42  -0.397



Molecular formula: C16H16N6O2S
Method: DFT, wB97M-V/def2-TZVPD

Calculated values
DFT total energy: -40721.754 eV
E_LUMO: 0.0200 Ha
ΔE to the lowest compared entry with this formula, charge and spin: 43.0 kcal/mol
charge: 0
HOMO-LUMO gap: 9.23 eV

Last column: natural (NBO) charge in e.
Element x y z (Å)
C -0.70 4.06 -3.06  -0.257
H -1.20 4.53 -3.90  0.201
O -0.09 5.11 -2.34  -0.505
C 0.60 4.80 -1.21  0.399
C 0.77 3.51 -0.72  -0.373
C 1.49 3.32 0.45  0.223
C 2.08 4.38 1.13  -0.263
C 1.90 5.66 0.63  -0.178
C 1.17 5.87 -0.52  -0.278
H 1.03 6.87 -0.92  0.225
H 2.34 6.50 1.14  0.220
H 2.65 4.19 2.02  0.236
N 1.67 2.02 0.94  -0.238
C 0.83 0.95 0.95  0.176
N 1.48 -0.08 1.46  -0.347
N 2.69 0.36 1.75  -0.051
N 2.83 1.59 1.46  -0.061
S -0.83 0.96 0.47  0.307
C -0.97 -0.83 0.24  -0.628
C -0.04 -1.24 -0.88  0.692
O 0.50 -0.44 -1.61  -0.599
N 0.19 -2.57 -1.03  -0.602
C -0.30 -3.67 -0.35  0.386
N -1.28 -3.49 0.52  -0.491
C -1.77 -4.53 1.18  0.254
C -1.29 -5.82 0.99  -0.291
C -0.28 -6.02 0.07  -0.136
C 0.24 -4.93 -0.62  -0.293
H 1.03 -5.05 -1.34  0.217
H 0.12 -7.01 -0.11  0.221
H -1.71 -6.64 1.54  0.219
C -2.87 -4.24 2.16  -0.644
H -3.74 -4.86 1.95  0.224
H -2.53 -4.46 3.17  0.228
H -3.14 -3.19 2.11  0.230
H 0.88 -2.78 -1.75  0.413
H -2.01 -1.05 -0.02  0.267
H -0.71 -1.34 1.17  0.285
H 0.37 2.65 -1.24  0.250
H 0.04 3.35 -3.44  0.183
H -1.43 3.53 -2.45  0.180



Molecular formula: C18H62AgO14
Method: DFT, wB97M-V/def2-TZVPD

Calculated values
DFT total energy: -52324.878 eV
E_LUMO (spin up / spin down): 0.0103 / -0.0739 Ha
charge: 0
spin multiplicity: 2
HOMO-LUMO gap (spin up / spin down): 8.40 / 5.98 eV

Last column: Mulliken charge in e.
Element x y z (Å)
Ag -1.42 0.58 -2.77  -0.045
C 1.59 -0.66 0.03  -0.238
C 0.11 -0.76 0.05  0.021
C -0.52 -0.87 1.53  -0.798
O -0.37 0.25 -0.80  0.977
H 2.05 -0.67 -0.96  -0.046
H 2.16 -1.40 0.59  0.465
H 1.84 0.34 0.39  -0.422
H -0.09 -1.75 -0.34  -0.324
H -0.16 -1.72 2.10  0.261
H -1.59 -1.06 1.48  0.191
H -0.42 0.06 2.09  0.146
C -4.13 0.40 -0.21  -0.551
C -4.59 -0.16 -1.64  0.540
C -5.58 0.70 -2.40  -1.059
O -3.50 -0.50 -2.50  -0.374
H -3.42 -0.30 0.21  0.000
H -4.89 0.28 0.57  0.543
H -3.83 1.45 -0.22  -0.048
H -5.25 -0.96 -1.30  0.261
H -5.83 0.28 -3.37  0.378
H -5.10 1.63 -2.69  -0.095
H -6.53 0.90 -1.89  0.374
C 5.20 1.42 -0.71  -0.363
O 4.83 0.03 -0.68  -0.471
H 4.91 1.71 -1.72  0.140
H 4.70 1.98 0.08  0.128
H 6.26 1.57 -0.51  0.286
H 4.85 -0.38 0.19  0.267
C 3.37 -3.52 -0.94  -0.246
O 2.50 -3.80 -2.03  -0.557
H 4.03 -4.37 -0.75  0.343
H 3.95 -2.61 -1.07  0.055
H 2.74 -3.47 -0.05  0.157
H 2.28 -2.97 -2.45  0.327
C 4.62 -0.70 -4.11  -0.822
O 3.87 -1.16 -2.94  -0.349
H 4.46 0.38 -4.15  0.216
H 5.67 -0.95 -4.24  0.272
H 4.14 -0.97 -5.06  0.347
H 4.01 -0.53 -2.23  0.140
C 1.19 3.85 -0.71  -0.582
O -0.15 3.33 -0.47  -0.645
H 1.80 3.27 -1.40  0.065
H 1.03 4.83 -1.15  0.347
H 1.80 4.04 0.18  0.235
H 0.06 2.39 -0.42  0.128
C -2.69 -1.13 4.26  -0.381
O -2.77 -1.80 5.45  -0.525
H -1.77 -1.29 3.70  -0.179
H -3.43 -1.52 3.57  0.357
H -2.95 -0.08 4.41  0.467
H -3.68 -1.69 5.74  0.308
C -3.09 3.62 -2.45  -1.021
O -2.20 2.54 -1.97  -0.116
H -3.90 3.33 -3.13  0.307
H -3.37 4.42 -1.77  0.293
H -2.39 4.12 -3.12  0.346
H -1.45 2.94 -1.52  0.482
C -1.02 -4.73 3.11  -0.358
O -1.23 -6.09 2.84  -0.548
H -1.93 -4.25 3.47  0.221
H -0.29 -4.56 3.91  0.256
H -0.60 -4.20 2.26  0.128
H -1.99 -6.19 2.27  0.306
C 2.38 2.22 2.45  0.342
O 3.40 2.02 3.42  -0.569
H 1.54 1.52 2.43  -0.158
H 2.00 3.23 2.63  0.367
H 2.76 2.09 1.43  -0.286
H 3.06 2.10 4.32  0.299
C 1.71 1.94 -4.27  -0.730
O 0.64 1.56 -3.40  -0.206
H 1.47 2.40 -5.23  0.347
H 2.33 2.74 -3.85  0.258
H 2.33 1.04 -4.35  0.205
H 1.08 1.24 -2.61  0.112
C -2.59 3.09 2.01  -0.184
O -1.39 3.84 1.99  -0.628
H -3.29 3.27 2.82  0.361
H -3.13 3.31 1.09  0.063
H -2.25 2.06 2.06  -0.018
H -0.92 3.61 1.19  0.492
C 1.25 -0.75 4.52  -0.091
O 2.51 -1.11 5.10  -0.530
H 1.22 -0.90 3.44  -0.178
H 0.45 -1.33 4.98  0.299
H 1.08 0.31 4.72  0.214
H 2.73 -0.39 5.68  0.305
C -2.02 -3.53 -2.02  -0.347
O -2.52 -3.66 -3.33  -0.536
H -2.76 -3.12 -1.33  0.113
H -1.58 -4.45 -1.61  0.394
H -1.19 -2.84 -2.13  0.081
H -2.20 -4.45 -3.77  0.294



- Number 1 is which compound?
  C24H19AgN4O2S



- The lowest DFT total energy belongs to which entry?
  C25H24Cl4F3N2O2Ru